Entry 1:
A 2-piece molecular cluster, C5H10NO overall. Source: OMol25; level of theory: ωB97M-V/def2-TZVPD.

## Properties
HOMO level, eV: -13.84
Charge: +1
Total energy, a.u.: -326.15127
Lowest unoccupied orbital energy, eV: -4.27

Last column: Löwdin charge in e.
Geometry (Å):
C1 2.806 -0.983 0.470  0.074
C2 2.114 0.079 0.080  -0.044
C3 -2.017 -0.279 1.087  0.001
C4 -1.787 0.124 -0.322  -0.107
C5 1.373 0.910 -0.585  -0.125
N1 -1.072 -0.494 -1.208  0.212
O1 0.179 1.547 0.064  -0.094
H1 3.757 -1.034 0.987  0.079
H2 -3.027 0.086 1.430  0.125
H3 -1.774 -1.366 1.149  0.111
H4 -1.211 0.294 1.616  0.117
H5 2.401 -1.928 0.365  0.040
H6 -2.018 1.106 -0.761  0.155
H7 1.416 1.125 -1.625  0.105
H8 -0.787 -1.452 -1.000  0.160
H9 -0.831 -0.120 -2.076  0.125
H10 0.478 2.382 0.328  0.066

Entry 2:
C49H32Cl3N5OsSeSi as an isolated structure. Source: OMol25; level of theory: ωB97M-V/def2-TZVPD.

## Properties
HOMO level (alpha / beta), eV: -6.56 / -6.57
Total energy, a.u.: -6322.58879
Lowest unoccupied orbital energy (alpha / beta), eV: -1.89 / -1.89

Last column: Löwdin charge in e.
Geometry (Å):
Os1 -0.019 0.198 0.600  0.975
C1 6.050 1.739 -3.489  -0.085
C2 4.699 1.855 -3.773  -0.066
C3 3.760 1.606 -2.790  -0.016
C4 4.157 1.225 -1.509  -0.201
C5 5.514 1.138 -1.223  -0.039
C6 6.452 1.397 -2.208  -0.080
C7 3.078 0.915 -0.545  -0.036
C8 2.830 -0.440 -0.212  -0.239
C9 3.731 -1.523 -0.358  0.018
C10 3.040 -2.666 -0.047  0.003
C11 1.714 -2.280 0.272  -0.248
N1 1.617 -0.904 0.213  -0.111
C12 0.604 -3.166 0.261  -0.128
C13 -0.702 -2.853 0.553  -0.285
C14 -1.869 -3.503 0.075  0.033
C15 -2.957 -2.755 0.412  0.031
C16 -2.530 -1.617 1.141  -0.272
C17 -3.261 -0.524 1.537  -0.142
C18 -4.729 -0.596 1.557  -0.195
C19 -5.514 0.397 0.970  -0.019
C20 -6.894 0.332 1.049  -0.072
C21 -7.507 -0.705 1.736  -0.086
C22 -6.733 -1.693 2.322  -0.076
C23 -5.355 -1.646 2.226  -0.038
C24 -2.684 0.716 1.952  -0.277
N2 -1.499 1.238 1.504  -0.071
C25 -1.409 2.501 2.026  -0.232
C26 -0.392 3.439 1.719  -0.036
C27 -0.620 4.835 2.126  -0.194
C28 -1.802 5.480 1.766  -0.033
C29 -2.016 6.801 2.109  -0.072
C30 -1.063 7.496 2.836  -0.084
C31 0.108 6.859 3.215  -0.075
C32 0.329 5.540 2.863  -0.038
C33 0.760 3.125 1.006  -0.212
C34 1.744 4.058 0.535  0.006
C35 2.668 3.354 -0.163  0.014
C36 2.293 1.972 -0.099  -0.225
N3 1.126 1.867 0.607  -0.049
C37 -2.516 2.748 2.875  0.006
C38 -3.320 1.636 2.811  -0.017
N4 -1.112 -1.735 1.365  -0.175
C39 0.838 -4.487 -0.383  -0.207
C40 0.530 -4.653 -1.730  -0.028
C41 0.757 -5.867 -2.350  -0.063
C42 1.311 -6.915 -1.636  -0.086
C43 1.623 -6.754 -0.296  -0.076
C44 1.371 -5.549 0.337  -0.037
H1 6.785 1.908 -4.262  0.102
H2 4.373 2.124 -4.767  0.107
H3 2.703 1.690 -3.002  0.127
H4 5.839 0.886 -0.224  0.119
H5 7.505 1.320 -1.980  0.102
H6 4.753 -1.438 -0.673  0.110
H7 3.407 -3.675 -0.050  0.113
H8 -1.858 -4.395 -0.518  0.124
H9 -3.971 -2.935 0.112  0.127
H10 -5.036 1.216 0.453  0.126
H11 -7.499 1.095 0.581  0.104
H12 -8.584 -0.734 1.826  0.102
H13 -7.208 -2.498 2.864  0.104
H14 -4.751 -2.403 2.707  0.109
H15 -2.543 4.938 1.198  0.123
H16 -2.929 7.289 1.801  0.105
H17 -1.230 8.532 3.092  0.102
H18 0.853 7.393 3.787  0.104
H19 1.237 5.043 3.173  0.122
H20 1.713 5.115 0.711  0.108
H21 3.552 3.716 -0.652  0.115
H22 -2.660 3.637 3.455  0.113
H23 -4.241 1.447 3.325  0.118
H24 0.114 -3.825 -2.288  0.118
H25 0.508 -5.983 -3.395  0.108
H26 1.497 -7.860 -2.122  0.101
H27 2.069 -7.565 0.260  0.102
H28 1.590 -5.432 1.389  0.101
Cl1 0.025 -3.740 3.438  0.450
Si1 -0.617 -1.867 3.091  -0.634
Cl2 0.894 -0.543 3.382  0.429
Cl3 -2.138 -1.444 4.335  0.476
Se1 -0.974 0.002 -1.960  0.647
C45 0.231 -0.699 -3.272  -0.654
C46 -0.016 -0.463 -4.624  -0.132
C47 0.820 -1.046 -5.559  -0.170
N5 1.864 -1.798 -5.252  0.043
C48 2.104 -2.008 -3.970  -0.155
C49 1.320 -1.499 -2.952  -0.132
H29 -0.854 0.146 -4.925  0.090
H30 0.645 -0.914 -6.620  0.099
H31 2.960 -2.628 -3.741  0.105
H32 1.550 -1.745 -1.938  0.056

Entry 3:
C4H8N2O2S as an isolated structure. Source: OMol25; level of theory: ωB97M-V/def2-TZVPD.

## Properties
HOMO level, eV: -9.67
Total energy, a.u.: -815.33659
Lowest unoccupied orbital energy, eV: 0.04

Last column: Löwdin charge in e.
Geometry (Å):
C1 -1.607 -0.741 4.249  0.020
C2 1.132 0.014 -1.360  -0.505
C3 0.323 -1.246 -1.319  -0.058
C4 1.828 0.295 -2.665  -0.052
N1 -1.216 -0.139 3.365  0.016
N2 1.187 0.723 -0.322  0.124
O1 -2.329 2.496 2.773  -0.447
O2 -3.347 0.580 1.674  -0.459
S1 -2.172 1.399 1.856  0.780
H1 -1.992 -1.303 5.059  0.072
H2 -0.372 -1.213 -0.486  0.070
H3 0.995 -2.093 -1.178  0.083
H4 -0.203 -1.401 -2.258  0.074
H5 1.103 0.304 -3.478  0.077
H6 2.560 -0.487 -2.870  0.082
H7 2.339 1.258 -2.642  0.072
H8 1.773 1.554 -0.395  0.050